Molecular formula: C38H61N3O22
Method: DFT, ωB97M-V/def2-TZVPD

Cartesian coordinates (Å):
C1 -8.19687 2.93764 0.56765
C2 -6.69927 3.21242 0.92170
O1 -6.01942 1.95589 0.76507
C3 -4.79349 1.90687 0.34486
C4 -4.30846 0.47789 0.23574
O2 -4.12380 2.85444 0.02221
H1 -8.68371 3.80398 0.11983
H2 -8.77845 2.37161 1.29530
H3 -8.19079 2.33095 -0.33788
H4 -6.27160 3.98337 0.28074
H5 -6.57102 3.61184 1.92774
H6 -5.06529 -0.30056 0.33233
H7 -3.70152 0.16116 1.08392
H8 -3.70105 0.33876 -0.65857
C5 3.48721 -2.27405 -2.21779
C6 3.71290 -0.96849 -3.00728
O3 4.05705 -1.30663 -4.34606
C7 3.84530 -0.48719 -5.38704
C8 4.27380 -1.14773 -6.65972
O4 3.47900 0.65011 -5.32375
H9 4.40524 -2.82220 -2.00598
H10 2.85161 -2.99376 -2.73366
H11 3.04701 -2.07981 -1.23973
H12 2.75344 -0.45591 -2.93799
H13 4.44627 -0.23814 -2.66544
H14 3.81834 -0.68500 -7.53524
H15 4.06657 -2.21756 -6.68456
H16 5.35318 -1.17378 -6.80928
O5 -4.83807 1.87129 -4.19985
C9 -3.82125 2.46641 -3.77122
O6 -3.57126 3.76122 -3.70420
C10 -2.50866 4.00324 -2.76175
C11 -1.70585 2.69897 -2.88458
O7 -2.75045 1.83801 -3.27821
H17 -1.91919 4.84812 -3.11785
H18 -2.75989 4.15882 -1.71258
H19 -1.51985 2.40901 -1.85045
H20 -0.83400 2.77610 -3.53422
O8 4.69015 0.71719 1.16362
C12 4.98598 -0.49803 1.29695
O9 5.28576 -1.30033 0.28738
C13 5.59252 -2.57595 0.78907
C14 5.64288 -2.34479 2.29522
O10 4.97365 -1.09948 2.41997
H21 4.86267 -3.34182 0.52666
H22 6.62104 -2.85481 0.55998
H23 6.65386 -2.29292 2.69935
H24 5.03734 -3.11918 2.76611
O11 -5.42681 2.13599 6.58685
C15 -5.31786 1.29303 5.68970
O12 -4.46895 0.28664 5.89130
C16 -4.54963 -0.64566 4.87192
C17 -5.29029 0.16053 3.80564
O13 -5.94017 1.16491 4.52103
H25 -3.56581 -0.95145 4.51600
H26 -5.16314 -1.50435 5.14460
H27 -6.12101 -0.42058 3.40524
H28 -4.68517 0.49879 2.96449
O14 2.01649 0.57066 4.86214
C18 2.52544 -0.53567 5.13806
O15 2.25371 -1.76179 4.64113
C19 3.10213 -2.72102 5.19530
C20 4.26285 -1.85456 5.68632
O16 3.58103 -0.67082 5.91697
H29 2.75001 -3.34052 6.02012
H30 3.46693 -3.42837 4.45054
H31 5.05808 -1.86653 4.94096
H32 4.77520 -2.35230 6.50964
O17 3.19572 6.09107 -3.89955
C21 3.08696 4.95250 -3.51612
O18 3.97166 4.29408 -2.75567
C22 3.62571 2.93950 -2.64868
C23 2.12303 2.89121 -3.15384
O19 1.99670 4.16464 -3.72941
H33 4.32743 2.34403 -3.23272
H34 3.79553 2.66346 -1.60798
H35 1.53213 2.87057 -2.23813
H36 1.95998 2.02984 -3.80156
O20 5.61802 4.28015 0.52572
C24 4.80663 3.85921 1.40967
O21 3.48924 3.88217 1.27296
C25 2.80600 3.06838 2.21854
C26 3.87287 3.11878 3.25628
O22 5.07033 3.38320 2.58919
H37 1.93281 3.56575 2.64076
H38 2.48419 2.11717 1.79460
H39 3.93630 2.11051 3.66552
H40 3.59874 3.84015 4.02607
C27 0.51600 -0.80309 -4.72828
C28 -0.88132 -1.32516 -4.20318
C29 -1.11596 -1.32383 -2.63313
C30 -0.37550 -2.36267 -1.90877
N1 0.20104 -3.19163 -1.33105
H41 0.58370 -0.92956 -5.80880
H42 1.24101 -1.35350 -4.12869
H43 0.60135 0.26663 -4.53723
H44 -1.05460 -2.33905 -4.56387
H45 -1.66538 -0.69403 -4.62155
H46 -2.17640 -1.35465 -2.38292
H47 -0.83201 -0.35019 -2.23377
C31 -1.38538 -0.70284 1.88435
C32 0.05647 -0.74479 2.43253
C33 1.07775 -0.54920 1.29795
C34 0.77924 0.40791 0.25618
N2 0.56667 1.14538 -0.64207
H48 -2.07776 -0.84170 2.71466
H49 -1.53946 -1.54851 1.21413
H50 -1.63649 0.19390 1.31786
H51 0.25641 -1.72890 2.85638
H52 0.17455 0.04135 3.17828
H53 1.18184 -1.44675 0.68830
H54 2.09065 -0.43548 1.68422
C35 -3.19741 -5.97577 0.08104
C36 -2.86659 -4.61804 -0.58389
C37 -3.91779 -3.49041 -0.34476
C38 -4.13364 -2.97142 0.99442
N3 -4.42195 -2.61016 2.02922
H55 -3.78557 -5.85985 0.99139
H56 -2.37526 -6.66834 0.26135
H57 -3.83783 -6.49581 -0.63136
H58 -2.59813 -4.59042 -1.63995
H59 -1.90297 -4.32010 -0.17064
H60 -4.88142 -3.87335 -0.68074
H61 -3.77048 -2.64603 -1.01812

Total energy ... -3304.045788 hartree
Max |F| ... 0.1397 Eh/bohr